Entry 1:
C3H3NO3 | ωB97M-V with the def2-TZVPD basis set

Computed properties:
- frontier orbital gap (eV) = 10.60
- SMILES string = [H]/N=C(/C=O)OC=O
- E_LUMO (eV) = 0.3
- charge = 0

Geometry as XYZ:
```
10
Properties=species:S:1:pos:R:3:forces:R:3:nbo_charge:R:1
H -0.77474 1.02914 -1.92654 0.616 0.700 -0.328 0.371
N -1.03082 1.04109 -0.94881 0.243 0.261 -0.393 -0.603
C -0.28759 0.39904 -0.15597 -0.748 -0.046 -0.748 0.454
C -1.52363 -0.17355 0.56828 0.177 -0.732 0.579 0.390
O -1.94193 -1.26016 0.27445 0.435 0.175 0.660 -0.529
O 0.97357 -0.01072 -0.53245 -0.322 -0.219 0.063 -0.517
C 1.95157 -0.43201 0.33209 -0.183 -0.075 0.530 0.659
O 1.87313 -0.47014 1.51995 -0.127 0.072 -0.560 -0.523
H -2.06871 0.59139 1.14204 0.141 -0.211 0.051 0.160
H 2.82916 -0.71410 -0.27305 -0.233 0.075 0.145 0.138
```
Positions in Å, forces in eV/Å.

=====

Entry 2:
C26H17N5O3PtS | ωB97M-V with the def2-TZVPD basis set

Computed properties:
- frontier orbital gap (alpha / beta) (eV) = 5.08 / 5.08
- E_LUMO (alpha / beta) (eV) = 3.8 / 3.8
- charge = -2

Geometry as XYZ:
```
53
Properties=species:S:1:pos:R:3:forces:R:3:nbo_charge:R:1
Pt -0.44230 0.14780 -0.41550 -0.934 -0.523 -2.215 0.871
O 0.56960 1.49350 -1.68240 0.181 0.500 0.162 -0.767
C 1.41400 1.00630 -2.52850 0.168 -0.294 0.740 0.490
C 1.54220 1.60990 -3.79630 0.279 0.156 -0.441 -0.332
C 2.47720 1.18970 -4.72180 -0.210 -0.011 0.390 -0.201
C 3.34300 0.14340 -4.40930 0.354 0.002 -0.536 -0.325
C 3.24680 -0.47880 -3.19010 -0.535 -0.057 0.645 -0.162
C 2.28360 -0.10930 -2.22900 -0.346 0.744 -1.806 -0.236
C 2.23260 -0.82020 -1.01570 -1.180 -0.259 2.710 0.046
N 1.30210 -0.70900 -0.06590 1.460 0.102 -2.332 -0.214
N 1.57690 -1.28420 1.09420 0.581 -1.634 1.199 -0.490
C 0.74170 -1.02150 2.10390 -0.943 2.152 -1.627 0.535
O -0.15380 -0.12960 2.07950 0.921 -1.001 1.552 -0.712
C 0.96800 -1.82180 3.31410 0.113 -0.738 1.055 -0.011
C 0.15900 -1.60580 4.43660 0.168 0.130 -0.596 -0.197
C 0.32720 -2.35500 5.57990 0.117 -0.307 0.369 -0.237
C 1.30350 -3.34200 5.63580 -0.027 0.000 -0.089 -0.235
C 2.10630 -3.57170 4.52340 0.008 -0.206 0.411 -0.242
C 1.94180 -2.82670 3.37530 -0.247 0.371 -0.187 -0.198
H 0.88070 2.43380 -4.02380 -0.098 0.047 0.062 0.209
H 2.53880 1.67420 -5.68760 -0.011 0.053 -0.069 0.188
H 4.08250 -0.18550 -5.12840 0.053 -0.008 -0.030 0.185
H 3.90930 -1.30130 -2.94810 0.073 -0.071 0.010 0.187
H 3.06140 -1.48560 -0.78580 0.019 0.113 0.232 0.176
H -0.60730 -0.84880 4.37060 -0.027 0.119 -0.088 0.240
H -0.30760 -2.18270 6.44060 -0.039 0.021 0.015 0.195
H 1.42270 -3.94210 6.52910 0.032 -0.005 0.049 0.191
H 2.86160 -4.34810 4.56260 0.019 -0.017 -0.025 0.193
H 2.55090 -3.00800 2.50360 0.019 0.053 -0.094 0.235
C -1.86000 -8.96420 -0.20400 0.478 -0.209 0.167 -0.732
C -2.93380 -9.26970 0.80160 -0.393 -0.838 0.436 0.431
O -3.00290 -10.30240 1.45610 0.115 1.259 -0.930 -0.571
S -4.27450 -8.07660 0.88600 0.119 0.095 0.424 0.199
C -3.49000 -6.49220 0.60990 -0.238 -0.528 -0.125 -0.254
C -2.55870 -5.99330 1.51520 -0.074 -0.095 0.067 -0.229
C -1.99800 -4.75100 1.31260 0.049 -0.085 0.085 -0.155
C -2.36910 -3.97180 0.20780 0.120 0.368 -0.160 -0.067
C -3.30150 -4.49200 -0.70010 -0.113 -0.082 0.001 -0.210
C -3.85880 -5.73640 -0.49710 -0.014 -0.118 0.034 -0.216
C -1.82700 -2.68130 0.01970 -0.285 -0.227 -0.026 -0.236
C -1.42840 -1.54240 -0.12390 0.694 0.666 0.651 -0.168
H -0.98670 -9.58020 0.00510 -0.001 -0.039 0.015 0.225
H -1.57680 -7.91450 -0.19210 -0.066 -0.001 -0.049 0.257
H -2.22700 -9.21340 -1.20250 -0.096 0.063 0.078 0.239
H -2.28600 -6.58560 2.37900 0.016 -0.006 0.064 0.210
H -1.27640 -4.34910 2.01230 -0.002 0.011 -0.012 0.225
H -3.58330 -3.89760 -1.55870 0.015 0.036 0.029 0.223
H -4.59150 -6.13470 -1.18490 -0.024 -0.020 -0.105 0.207
N -2.11020 1.23380 -0.75020 0.211 0.909 -0.049 -0.576
C -2.46760 2.35180 -0.73470 0.425 -2.067 -0.264 0.604
N -3.11050 3.42250 -0.68050 -1.259 0.344 0.604 -0.695
C -2.91100 4.64510 -0.99670 0.263 0.421 -0.199 0.466
N -2.86190 5.77930 -1.22610 0.092 0.713 -0.202 -0.556
```
Positions in Å, forces in eV/Å.

=====

Entry 3:
CH3Br | ωB97M-V with the def2-TZVPD basis set

Computed properties:
- frontier orbital gap (eV) = 9.27
- E_LUMO (eV) = 0.1
- charge = 0

Geometry as XYZ:
```
5
Properties=species:S:1:pos:R:3:forces:R:3:nbo_charge:R:1
C -0.01629 0.31049 0.00145 -2.730 -5.242 1.467 -0.580
Br 1.76720 -0.00218 -0.04218 1.539 0.351 -0.149 0.117
H -0.69237 -1.40639 -0.15547 1.084 3.422 0.136 0.038
H -0.49720 0.36655 0.96782 0.439 0.482 0.139 0.220
H -0.56134 0.73153 -0.77162 -0.332 0.987 -1.592 0.205
```
Positions in Å, forces in eV/Å.

=====

Entry 4:
C5H10N2O | ωB97M-V with the def2-TZVPD basis set

Computed properties:
- frontier orbital gap (eV) = 9.25
- E_LUMO (eV) = 0.8
- charge = 0

Geometry as XYZ:
```
18
Properties=species:S:1:pos:R:3:forces:R:3:nbo_charge:R:1
C -0.48906 0.37788 -0.38286 1.070 -2.226 -3.350 -0.049
C 0.29824 -0.62816 -1.21452 0.491 0.045 -2.684 -0.190
C 1.11776 -0.44512 1.22767 -2.510 -2.253 0.576 -0.264
C -0.50811 -0.31452 0.85363 -0.783 -4.840 3.746 0.112
C -1.95866 0.60125 -0.24232 1.189 0.522 1.410 -0.060
H 0.08823 2.10552 0.21421 0.251 0.280 -0.852 0.339
H 1.34174 1.14308 -0.14192 -0.762 0.442 -0.921 0.415
H -0.09358 -1.65843 -1.26484 0.110 0.471 0.072 0.192
H 0.36042 -0.18548 -2.39212 0.845 -1.230 3.401 0.224
H 2.68080 -1.05124 -0.25277 -5.392 1.753 -0.884 0.403
H 1.29992 0.50566 1.90411 0.800 -1.929 -1.611 0.221
H 1.44685 -1.63912 1.71177 -1.206 4.174 -0.877 0.215
H -0.89617 -1.46319 0.80759 1.073 2.479 -0.252 0.165
H -2.41038 1.52802 -0.54135 0.000 0.676 0.382 0.203
H -2.40097 -0.16792 -0.80138 -1.381 -1.522 -0.031 0.180
N 0.41699 1.41649 -0.49116 -0.888 6.665 1.936 -0.827
N 1.49740 -0.48983 -0.25805 6.388 -4.004 1.260 -0.748
O -1.79143 0.36512 1.26429 0.706 0.498 -1.323 -0.531
```
Positions in Å, forces in eV/Å.

=====

Entry 5:
C9H12N2OS | ωB97M-V with the def2-TZVPD basis set

Computed properties:
- frontier orbital gap (eV) = 9.54
- SMILES string = C[C@](S)(C(=O)NN)c1ccccc1
- E_LUMO (eV) = 0.7
- charge = 0

Geometry as XYZ:
```
25
Properties=species:S:1:pos:R:3:forces:R:3:nbo_charge:R:1
C -1.48166 1.17348 -1.30926 0.399 -1.108 -0.331 -0.607
C -0.74362 0.86796 -0.04145 -0.508 -0.613 1.399 -0.207
S -1.98564 0.98107 1.34912 -1.318 0.247 -0.977 -0.021
C 0.23972 1.96977 0.27451 0.512 1.817 -1.703 0.627
O -0.05529 3.16094 0.07145 0.285 -1.523 0.802 -0.638
N 1.48379 1.63226 0.65971 1.500 1.647 0.827 -0.456
N 2.48895 2.62743 0.96413 -0.134 -3.146 0.954 -0.637
C -0.23451 -0.59006 -0.01126 -0.360 0.765 0.763 -0.071
C 0.17712 -1.18934 1.18066 1.223 0.518 0.366 -0.183
C 0.51716 -2.53663 1.20227 -0.751 1.088 1.470 -0.223
C 0.28947 -3.28668 0.07623 -0.075 -3.856 2.343 -0.196
C -0.19794 -2.74729 -1.05411 1.450 -1.082 -1.639 -0.236
C -0.37923 -1.41247 -1.09924 -1.686 2.726 -3.644 -0.189
H -1.84846 2.15198 -1.46631 -0.269 1.050 0.438 0.251
H -0.80382 0.94203 -2.09654 0.564 0.187 -1.008 0.210
H -2.25897 0.43366 -1.39618 -0.586 -0.084 -0.134 0.213
H -3.06247 1.15662 0.46319 1.034 -0.116 1.206 0.142
H 2.06221 0.84381 0.53446 -0.936 -1.826 -0.173 0.409
H 2.09533 3.49111 0.99758 -1.634 3.025 -0.029 0.372
H 3.15478 2.58126 0.24207 0.877 0.253 -1.138 0.343
H 0.36195 -0.60535 2.10510 -0.451 -0.262 -0.720 0.224
H 0.75405 -2.90748 2.21074 0.191 -0.379 -0.851 0.222
H 0.28544 -4.42422 0.19833 0.574 1.645 -0.433 0.214
H -0.08844 -3.37064 -1.94044 -0.951 0.245 -0.064 0.222
H -0.76993 -0.94321 -2.11473 1.051 -1.217 2.273 0.214
```
Positions in Å, forces in eV/Å.

=====

Number 1: E -10789.7937 eV, maximum force 1.1 eV Å⁻¹. Number 2: E -54912.0568 eV, maximum force 3.0 eV Å⁻¹. Number 3: E -71124.6961 eV, maximum force 6.1 eV Å⁻¹. Number 4: E -10366.7672 eV, maximum force 7.6 eV Å⁻¹. Number 5: E -25388.6315 eV, maximum force 4.9 eV Å⁻¹.